The following is a quantum chemistry calculation of a structure of composition C37H33F2Zr, from the OMol25 dataset.

LUMO energy in eV: 2.52
Spin multiplicity: 1
Charge: -1
HOMO-LUMO gap in eV: 3.4
E_HOMO in eV: -0.872
Relative energy (zero: lowest compared OMol25 entry of this formula, charge and spin) in kcal per mole: 0.0
Strongest force on any atom in eV Å⁻¹: 1.90

```
73
Properties=species:S:1:pos:R:3:lowdin_charge:R:1
F -3.404 1.532 0.877 0.04
C -3.160 0.261 1.358 -0.23
C -3.973 -0.780 0.935 -0.02
C -3.667 -2.075 1.379 -0.08
C -2.571 -2.293 2.211 -0.04
C -1.754 -1.229 2.609 -0.17
C -0.457 -1.535 3.364 -0.22
C 0.757 -1.588 2.402 -0.17
C 1.834 -2.426 2.731 -0.06
C 3.044 -2.326 2.051 -0.08
C 3.221 -1.367 1.047 -0.02
C 2.144 -0.548 0.744 -0.24
F 2.333 0.472 -0.162 0.03
C 0.897 -0.663 1.365 0.05
C -2.074 0.070 2.218 0.02
H -4.803 -0.591 0.258 0.11
H -4.272 -2.925 1.066 0.10
H -2.316 -3.302 2.548 0.11
H -0.587 -2.543 3.793 0.14
H 1.708 -3.137 3.553 0.12
H 3.862 -2.986 2.329 0.10
H 4.167 -1.263 0.515 0.12
H 0.092 0.003 1.061 0.12
H -1.471 0.926 2.528 0.10
C -2.067 0.713 8.001 -0.11
C -1.144 -0.345 8.057 -0.10
C -0.584 -0.844 6.880 -0.05
C -0.910 -0.270 5.642 -0.19
C -0.051 -0.584 4.431 -0.14
Zr 0.082 4.421 4.626 1.26
C 2.287 4.385 3.959 -0.25
C 2.787 3.112 4.522 -0.33
C 2.457 1.891 3.888 -0.07
C 2.844 0.682 4.457 -0.12
C 3.469 0.652 5.711 -0.12
C 3.860 1.857 6.312 -0.11
C 3.567 3.071 5.705 -0.09
C -1.249 4.968 6.590 -0.23
C -0.164 4.126 7.019 -0.25
C 1.051 4.869 6.848 -0.23
C 0.738 6.127 6.230 -0.23
C -0.687 6.193 6.082 -0.24
C -1.796 3.645 3.265 -0.26
C -0.640 3.695 2.406 -0.24
C -0.231 5.068 2.298 -0.23
C -1.108 5.860 3.106 -0.24
C -2.105 4.984 3.662 -0.23
C -1.908 0.705 5.578 -0.04
C -2.450 1.226 6.755 -0.09
H -2.471 1.148 8.917 0.10
H -0.859 -0.768 9.022 0.09
H 0.143 -1.662 6.914 0.11
H 0.893 -0.965 4.857 0.11
H 0.219 0.372 3.953 0.11
H 2.285 4.397 2.863 0.03
H 2.768 5.279 4.372 0.04
H 1.891 1.912 2.948 0.10
H 2.661 -0.249 3.915 0.07
H 3.667 -0.306 6.192 0.08
H 4.405 1.838 7.260 0.09
H 3.903 4.011 6.149 0.10
H -2.308 4.740 6.710 0.10
H -0.265 3.158 7.511 0.07
H 2.031 4.555 7.197 0.08
H 1.438 6.935 6.011 0.09
H -1.245 7.073 5.759 0.10
H -2.407 2.765 3.455 0.05
H -0.231 2.856 1.846 0.09
H 0.569 5.450 1.665 0.10
H -1.105 6.948 3.164 0.09
H -2.987 5.284 4.228 0.10
H -2.237 1.078 4.608 0.07
H -3.179 2.037 6.692 0.10
```